1.
Molecular formula: C26H25OSi
Method: DFT, ωB97M-V with the def2-TZVPD basis set

Element x y z (Å)
C  7.306  -3.325  -0.843
C  6.415  -3.342  -1.920
C  5.617  -2.228  -2.195
C  5.731  -1.111  -1.366
O  4.842  -0.034  -1.490
C  3.502  -0.234  -1.172
C  3.004  0.391  -0.017
C  1.684  0.208  0.330
C  0.768  -0.527  -0.495
C  -0.560  -0.678  -0.011
C  -1.608  -1.515  -0.482
C  -2.860  -1.496  0.217
C  -3.946  -2.251  -0.206
C  -3.852  -3.027  -1.375
C  -2.639  -3.083  -2.070
C  -1.517  -2.402  -1.603
C  1.292  -0.986  -1.742
C  2.657  -0.977  -2.003
C  6.685  -1.040  -0.342
C  7.428  -2.184  -0.047
H  7.929  -4.200  -0.645
H  6.332  -4.219  -2.562
H  4.909  -2.225  -3.024
H  3.672  0.995  0.599
H  1.308  0.638  1.261
H  -0.742  -0.213  0.959
H  -2.945  -0.876  1.115
H  -4.881  -2.228  0.357
H  -4.723  -3.570  -1.739
H  -2.566  -3.669  -2.988
H  -0.559  -2.578  -2.084
H  0.633  -1.345  -2.532
H  3.068  -1.484  -2.873
H  6.786  -0.120  0.234
H  8.114  -2.169  0.801
C  -1.094  3.543  2.810
Si  -1.799  2.888  1.209
H  -1.357  1.474  0.881
C  -3.647  2.953  1.387
C  -4.273  4.173  1.076
C  -5.658  4.305  1.230
C  -6.425  3.230  1.702
C  -5.788  2.035  2.066
C  -4.399  1.892  1.924
H  0.002  3.564  2.770
H  -1.460  4.564  2.974
H  -1.413  2.924  3.660
H  -1.372  3.791  0.102
H  -3.668  5.011  0.710
H  -6.134  5.251  0.970
H  -7.510  3.336  1.799
H  -6.383  1.207  2.458
H  -3.905  0.961  2.227

## Properties
Lowest unoccupied orbital energy   -0.2081 Eh
Frontier orbital gap   5.773 eV
Net charge   +1
HOMO level   -11.4367 eV
Total energy   -37284.7512 eV
Energy relative to the best compared isomer or geometry (same formula, charge and spin)   0.000 eV
F_max   1.39 eV/A

=====

2.
Molecular formula: CHN3O
Method: DFT, ωB97M-V with the def2-TZVPD basis set

Element x y z (Å)
C  -0.359  0.546  0.360
N  0.963  2.972  0.220
N  0.657  2.626  -0.901
N  1.129  1.558  -0.060
O  -1.482  0.823  0.265
H  0.099  -0.356  0.374

## Properties
Lowest unoccupied orbital energy   0.0007 Eh
Frontier orbital gap   9.615 eV
HOMO level   -9.5954 eV
Total energy   -7565.6527 eV
Energy relative to the best compared isomer or geometry (same formula, charge and spin)   6.121 eV
F_max   4.65 eV/A

=====

3.
Molecular formula: C42H50BF5KN6OPS2
Method: DFT, ωB97M-V with the def2-TZVPD basis set

Element x y z (Å)
K  0.062  0.919  0.000
C  -3.942  0.309  4.279
C  -2.521  0.504  3.818
C  -1.386  0.923  4.513
C  -0.321  0.756  3.553
N  -0.778  0.255  2.412
N  -2.123  0.251  2.533
B  -3.094  -0.245  1.355
N  -2.654  -1.506  0.743
N  -1.435  -1.622  0.207
C  -1.332  -2.839  -0.302
C  -2.513  -3.584  -0.060
C  -3.330  -2.688  0.646
C  -4.784  -2.888  1.079
C  -0.069  -3.317  -1.033
C  0.990  -2.176  -1.088
C  0.536  -4.487  -0.262
C  -0.449  -3.782  -2.461
N  -3.426  0.822  0.266
N  -2.555  1.070  -0.780
C  -3.107  1.984  -1.570
C  -4.358  2.322  -1.059
C  -4.468  1.631  0.118
C  -5.629  1.633  1.106
C  -2.342  2.336  -2.840
C  -2.740  1.368  -3.946
C  -0.827  2.133  -2.634
C  -2.548  3.798  -3.211
C  1.145  0.898  3.823
C  1.513  0.628  5.277
C  1.917  -0.020  2.847
C  1.569  2.322  3.461
H  -4.003  0.579  5.336
H  -4.318  -0.734  4.174
H  -4.665  0.925  3.718
H  -1.367  1.189  5.551
H  -4.158  -0.453  1.946
H  -2.758  -4.633  -0.255
H  -5.064  -3.941  1.214
H  -5.457  -2.426  0.389
H  -4.943  -2.289  1.974
H  1.148  -1.650  -0.113
H  0.581  -1.377  -1.684
H  1.908  -2.566  -1.511
H  0.895  -4.267  0.749
H  1.345  -4.886  -0.872
H  -0.167  -5.299  -0.230
H  -0.933  -2.949  -2.978
H  -1.015  -4.722  -2.457
H  0.508  -4.007  -3.011
H  -5.090  3.000  -1.386
H  -6.456  2.207  0.713
H  -5.384  2.117  2.051
H  -5.999  0.630  1.395
H  -2.751  0.322  -3.642
H  -2.113  1.399  -4.843
H  -3.766  1.620  -4.273
H  -0.554  1.109  -2.424
H  -0.415  2.730  -1.823
H  -0.361  2.459  -3.548
H  -3.555  4.162  -3.321
H  -1.902  4.089  -4.061
H  -2.268  4.373  -2.352
H  1.115  -0.394  5.635
H  1.297  1.419  6.025
H  2.588  0.469  5.345
H  1.545  -1.029  2.865
H  3.012  -0.033  3.004
H  1.863  0.241  1.796
H  1.036  3.116  3.958
H  1.450  2.612  2.416
H  2.613  2.457  3.637
S  7.278  -0.156  -1.391
P  5.409  -0.795  -1.474
S  3.815  0.254  -0.904
C  5.434  -2.470  -0.734
C  4.339  -2.959  -0.081
C  4.292  -4.301  0.371
C  5.386  -5.134  0.103
C  6.514  -4.589  -0.484
C  6.577  -3.238  -0.838
C  5.027  -1.165  -3.283
C  5.203  -0.131  -4.244
C  5.013  -0.451  -5.606
C  4.622  -1.715  -6.016
C  4.477  -2.757  -5.042
C  4.679  -2.414  -3.716
H  3.493  -2.304  -0.068
H  3.389  -4.665  0.786
H  5.408  -6.132  0.451
H  7.368  -5.205  -0.710
H  7.460  -2.821  -1.258
H  5.536  0.829  -3.906
H  5.131  0.302  -6.393
H  4.574  -1.950  -7.038
H  4.106  -3.759  -5.334
H  4.605  -3.189  -2.959
F  -3.248  7.630  2.344
C  -2.383  6.617  2.075
C  -2.749  5.293  1.959
F  -3.947  4.906  2.320
C  -1.884  4.353  1.483
F  -2.273  3.095  1.474
C  -0.556  4.652  0.965
O  0.078  3.754  0.320
C  -0.158  5.968  1.435
F  1.148  6.283  1.316
C  -1.030  6.946  1.928
F  -0.573  8.140  2.252

## Properties
Lowest unoccupied orbital energy   0.1405 Eh
Frontier orbital gap   6.301 eV
Net charge   -2
HOMO level   -2.4775 eV
Total energy   -116908.0557 eV
Energy relative to the best compared isomer or geometry (same formula, charge and spin)   1.908 eV
F_max   2.82 eV/A